Density functional theory data (ωB97M-V/def2-TZVPD) for a 8-piece molecular cluster, C7H29NO7 overall.

Summary:
Frontier orbital gap in eV: 9.32
Max |F| in eV Å⁻¹: 2.5
Structure (SMILES): C=CCCCN(C)C.O.O.O.O.O.O.O
Lowest unoccupied orbital energy in hartree: 0.0019
Molar mass in g/mol: 239.3

Geometry (Å):
C  -0.617  -2.098  -2.568
C  -1.043  -1.990  -1.320
C  -1.148  -0.619  -0.666
C  0.171  -0.051  -0.181
C  0.140  1.391  0.297
N  1.396  1.765  1.025
C  2.462  2.066  0.072
C  1.086  2.948  1.862
H  -0.735  -3.045  -3.089
H  -0.267  -1.268  -3.172
H  -1.376  -2.713  -0.599
H  -1.355  0.123  -1.453
H  -1.969  -0.436  0.060
H  0.997  -0.226  -0.876
H  0.511  -0.681  0.647
H  0.002  2.117  -0.515
H  -0.599  1.519  1.092
H  2.927  1.130  -0.252
H  2.119  2.699  -0.755
H  3.296  2.551  0.586
H  1.722  3.802  1.636
H  0.069  3.344  1.846
H  1.301  2.674  2.903
O  -0.157  -4.093  0.434
H  0.592  -4.496  -0.021
H  0.294  -3.713  1.202
O  2.695  -1.731  -0.130
H  3.173  -2.098  0.626
H  2.164  -2.512  -0.336
O  -4.206  -1.076  0.843
H  -3.229  -1.044  0.776
H  -4.308  -0.235  1.306
O  -2.680  0.964  -2.935
H  -2.848  1.351  -2.069
H  -2.390  0.089  -2.665
O  -1.453  -0.770  2.284
H  -0.487  -0.792  2.391
H  -1.617  0.098  2.674
O  0.178  2.704  -3.172
H  0.156  2.007  -2.508
H  -0.389  2.319  -3.854
O  1.714  -0.981  2.648
H  1.773  -0.900  3.605
H  1.933  -0.091  2.320

***

Density functional theory data (ωB97M-V/def2-TZVPD) for a 9-piece molecular cluster, C7H29NO8 overall.

Summary:
Frontier orbital gap in eV: 7.35
Max |F| in eV Å⁻¹: 2.3
Structure (SMILES): C=C/C(N)=C(\C)CC.O.O.O.O.O.O.O.O
Lowest unoccupied orbital energy in hartree: 0.0025
Molar mass in g/mol: 255.3

Geometry (Å):
C  -2.084  1.559  -2.156
C  -2.312  0.474  -1.412
C  -1.230  -0.075  -0.539
N  -0.175  -0.687  -1.206
C  -1.468  0.037  0.805
C  -2.773  0.670  1.280
C  -0.394  -0.424  1.806
C  0.962  0.278  1.682
H  -1.143  2.140  -2.142
H  -2.861  2.119  -2.634
H  -3.286  -0.042  -1.405
H  0.750  -0.894  -0.906
H  -0.230  -0.634  -2.213
H  -3.617  0.476  0.626
H  -2.510  1.727  1.407
H  -2.842  0.170  2.238
H  -0.262  -1.501  1.586
H  -0.847  -0.406  2.814
H  1.807  -0.177  2.190
H  1.271  0.582  0.667
H  0.716  1.227  2.195
O  1.748  -0.385  -3.693
H  1.590  -1.214  -4.162
H  2.710  -0.398  -3.777
O  -1.335  -3.795  0.358
H  -0.479  -4.187  0.645
H  -0.953  -2.956  0.056
O  1.625  2.773  -1.055
H  1.393  3.091  -0.165
H  0.821  2.503  -1.504
O  -3.702  -2.289  1.642
H  -3.151  -2.700  0.974
H  -3.571  -2.917  2.359
O  3.882  1.744  -0.493
H  4.124  2.137  -1.341
H  3.557  2.446  0.074
O  -0.040  4.179  0.591
H  -0.016  4.366  1.535
H  -0.844  3.664  0.488
O  3.134  -1.250  0.067
H  3.253  -1.669  -0.796
H  3.383  -0.322  -0.126
O  1.558  -3.455  1.229
H  2.193  -3.177  1.891
H  1.646  -2.807  0.522

***

Density functional theory data (ωB97M-V/def2-TZVPD) for a 8-piece molecular cluster, C7H30N6O10 overall.

Summary:
Frontier orbital gap in eV: 8.94
Max |F| in eV Å⁻¹: 1.3
Structure (SMILES): NC(N)=O.NC(N)=O.NC(N)=O.OCCO.OCCO.O.O.O
Lowest unoccupied orbital energy in hartree: -0.0237
Molar mass in g/mol: 358.3

Geometry (Å):
N  -3.747  3.527  1.192
C  -4.634  2.471  1.214
N  -4.761  1.821  2.405
O  -5.259  2.146  0.223
H  -3.753  4.115  0.379
H  -3.463  3.902  2.079
H  -4.261  2.102  3.226
H  -5.424  1.068  2.404
N  4.164  -0.516  1.777
C  5.145  -1.305  1.210
N  4.958  -1.598  -0.109
O  6.120  -1.679  1.847
H  4.339  -0.237  2.724
H  3.580  0.011  1.150
H  4.101  -1.313  -0.569
H  5.690  -2.144  -0.522
N  -1.447  1.464  0.193
C  -0.696  0.382  -0.133
N  0.310  0.075  0.726
O  -0.987  -0.340  -1.100
H  -1.242  1.907  1.074
H  -2.300  1.745  -0.256
H  0.678  0.838  1.276
H  0.866  -0.727  0.460
O  -4.775  -2.333  0.038
C  -3.918  -1.688  0.962
C  -2.685  -2.508  1.233
O  -1.931  -2.723  0.053
H  -4.234  -2.934  -0.486
H  -3.692  -0.698  0.545
H  -4.447  -1.498  1.903
H  -2.951  -3.503  1.595
H  -2.072  -2.045  2.020
H  -1.577  -1.869  -0.256
O  2.206  -1.173  -1.074
C  2.041  -1.653  -2.418
C  3.225  -1.382  -3.305
O  3.420  0.002  -3.517
H  2.314  -0.213  -1.147
H  1.789  -2.712  -2.368
H  1.143  -1.163  -2.814
H  3.116  -1.929  -4.245
H  4.115  -1.845  -2.854
H  4.146  0.294  -2.961
O  0.720  2.387  2.562
H  1.610  2.319  2.923
H  0.434  3.279  2.782
O  -2.006  1.122  -3.415
H  -1.721  0.548  -2.691
H  -1.997  0.559  -4.193
O  3.222  1.493  -0.615
H  4.018  2.010  -0.457
H  2.510  2.141  -0.670

***

Density functional theory data (ωB97M-V/def2-TZVPD) for a 10-piece molecular cluster, C7H31NO9 overall.

Summary:
Frontier orbital gap in eV: 7.92
Max |F| in eV Å⁻¹: 9.1
Structure (SMILES): C=CC/C(=C/N)CC.O.O.O.O.O.O.O.O.O
Lowest unoccupied orbital energy in hartree: 0.0015
Molar mass in g/mol: 273.3

Geometry (Å):
C  1.280  0.031  2.505
C  0.455  -0.299  1.566
C  0.875  -1.194  0.401
C  1.530  -0.314  -0.639
C  0.930  0.884  -0.979
N  1.273  1.775  -1.948
C  2.418  -1.008  -1.554
C  3.883  -0.551  -1.668
H  1.128  0.854  3.137
H  2.287  -0.228  2.592
H  -0.515  0.230  1.385
H  -0.032  -1.687  -0.008
H  1.657  -2.011  0.767
H  0.197  1.285  -0.233
H  2.033  1.599  -2.515
H  0.732  2.555  -2.277
H  2.586  -2.136  -1.595
H  1.871  -1.056  -2.525
H  4.235  0.414  -1.275
H  4.293  -0.799  -2.622
H  4.608  -1.279  -1.246
O  -1.369  -3.119  -1.001
H  -1.243  -2.301  -0.379
H  -1.922  -3.632  -0.417
O  -3.220  -1.270  -1.383
H  -2.864  -0.511  -1.048
H  -2.642  -1.859  -1.888
O  -4.022  0.566  1.400
H  -4.801  0.289  1.901
H  -4.597  0.873  0.632
O  -1.058  2.869  1.537
H  -1.893  3.203  1.494
H  -0.359  3.124  1.959
O  -1.070  0.352  -3.950
H  -1.989  0.591  -3.762
H  -0.633  0.113  -3.145
O  0.617  4.107  2.973
H  1.171  3.399  3.329
H  1.000  4.724  2.267
O  -0.091  -5.112  -2.280
H  0.384  -4.763  -2.982
H  -0.417  -4.518  -1.674
O  -2.397  -1.067  3.131
H  -2.723  -0.775  3.971
H  -2.546  -0.262  2.609
O  2.515  2.901  1.673
H  2.175  1.966  1.882
H  2.441  3.063  0.710

***

Density functional theory data (ωB97M-V/def2-TZVPD) for a 11-piece molecular cluster, C7H33NO10 overall.

Summary:
Frontier orbital gap in eV: 8.37
Max |F| in eV Å⁻¹: 6.7
Structure (SMILES): C=C(/C=C/C)CCN.O.O.O.O.O.O.O.O.O.O
Lowest unoccupied orbital energy in hartree: -0.0058
Molar mass in g/mol: 291.3

Geometry (Å):
C  0.601  2.531  0.968
C  0.244  1.274  0.608
C  -0.555  0.279  1.333
C  -0.176  -0.917  1.805
C  -1.134  -2.063  1.932
C  0.567  0.978  -0.885
C  0.563  -0.562  -1.144
N  0.687  -1.254  -2.477
H  1.089  3.295  0.261
H  0.321  2.976  1.869
H  -1.616  0.650  1.495
H  0.886  -1.163  1.933
H  -2.135  -1.770  1.877
H  -1.081  -2.756  2.769
H  -0.850  -2.584  0.998
H  -0.186  1.582  -1.516
H  1.564  1.469  -1.225
H  1.534  -0.753  -0.663
H  -0.451  -1.011  -0.600
H  -0.102  -0.885  -3.037
H  1.510  -0.723  -2.842
O  3.064  1.881  1.417
H  3.950  2.000  1.746
H  3.031  1.435  0.567
O  2.174  -2.952  2.000
H  2.724  -2.289  2.135
H  2.124  -2.876  1.011
O  3.980  0.129  -0.598
H  4.913  0.567  -0.810
H  3.933  -0.833  -0.247
O  -3.693  1.096  1.451
H  -3.560  0.846  2.352
H  -3.045  1.779  1.339
O  -0.651  -3.751  -1.747
H  -0.623  -2.807  -1.557
H  -0.194  -3.901  -2.614
O  -3.924  -0.135  -1.334
H  -4.828  0.169  -1.212
H  -3.739  -0.242  -0.333
O  -2.030  1.340  -2.378
H  -2.630  2.088  -2.360
H  -2.647  0.592  -2.147
O  -0.223  3.836  -2.724
H  -0.590  2.978  -2.533
H  0.536  4.006  -2.171
O  -1.684  2.131  3.375
H  -0.909  2.292  2.830
H  -1.497  2.015  4.276
O  2.167  -3.544  -0.707
H  2.334  -2.727  -1.139
H  1.334  -3.994  -0.850

***

> Which of these has the highest max |F|?

C7H31NO9

***

> Look up the max |F| of the first one.

2.5 eV Å⁻¹